No. 1
The following is a DFT calculation (ωB97M-V/def2-TZVPD) of a molecular structure, C11H35BN9O9Pd at a distorted geometry.

Summary:
- energy above the lowest of the compared OMol25 structures with the same formula, charge and spin (eV) = 7.129
- total charge = -1
- gap between HOMO and LUMO (spin up / spin down) (Eh) = 0.248 / 0.203
- HOMO (spin up / spin down) (eV) = -5.596 / -5.622
- 2S+1 = 3

```
66
Properties=species:S:1:pos:R:3:forces:R:3
Pd -1.946 2.727 -0.684 -0.253 -0.483 -0.079
B 1.180 0.741 -0.134 -0.415 0.165 0.051
H 0.845 0.768 -1.159 -1.545 0.020 -4.276
H 2.110 0.196 -0.092 3.911 -2.118 0.266
H 1.271 1.753 0.228 0.711 4.227 1.430
H 0.451 0.278 0.513 -3.084 -2.204 2.537
C -1.978 6.617 -2.815 0.851 -0.058 1.682
O -2.996 6.026 -2.474 -3.997 -2.092 0.482
O -0.995 5.854 -2.785 2.941 -2.393 -0.662
O -1.852 7.803 -2.905 0.125 4.082 -1.246
C -2.961 1.115 -3.428 0.005 0.383 1.005
O -3.695 1.171 -2.205 -1.286 -0.554 1.030
C -5.033 0.528 -2.121 1.404 0.936 1.076
C -5.686 0.954 -0.774 1.106 0.850 0.306
N -4.730 0.795 0.371 -0.336 0.014 -1.826
C -5.230 1.375 1.573 -0.179 0.748 -0.530
C -4.128 1.584 2.538 -1.037 -0.617 -0.427
O -3.086 2.351 2.020 -1.413 -0.178 0.495
C -2.227 2.620 3.094 1.859 0.365 -1.132
H -2.036 1.566 -3.069 0.458 -0.242 -0.742
H -3.369 1.773 -4.195 -0.252 -0.181 -0.134
H -2.791 0.093 -3.766 -0.040 0.020 -0.095
H -4.959 -0.552 -1.995 0.418 -0.225 -0.934
H -5.511 0.896 -3.029 -0.729 -0.511 0.243
H -6.622 0.470 -0.498 -0.217 -0.512 -0.710
H -5.939 2.012 -0.842 0.200 0.166 0.131
H -4.629 -0.180 0.615 0.304 -0.416 -0.616
H -5.955 0.704 2.033 -0.553 0.317 0.355
H -5.629 2.373 1.394 -0.494 -0.117 -0.327
H -3.762 0.583 2.763 0.283 0.025 0.896
H -4.678 2.117 3.313 0.716 -0.189 1.016
H -1.407 2.906 2.436 1.068 0.488 1.402
H -1.973 1.741 3.687 0.049 -0.328 -0.263
H -2.528 3.381 3.814 -0.394 0.361 -0.372
C 4.564 -2.959 -3.674 0.304 -2.569 -2.784
O 5.121 -3.656 -4.567 -1.033 0.750 2.065
N 4.744 -1.681 -3.571 2.417 4.164 -1.105
N 3.638 -3.307 -2.797 -1.385 -2.302 1.284
H 4.135 -1.031 -3.096 0.199 -0.175 -0.218
H 5.350 -1.363 -4.314 -0.092 0.648 0.351
H 3.175 -4.196 -2.929 -0.021 0.351 0.441
H 3.300 -2.565 -2.201 -0.472 -0.758 0.048
C 3.857 -2.547 4.251 -0.277 -2.592 5.299
O 4.081 -3.312 5.185 0.920 -0.607 0.951
N 3.112 -1.528 4.387 -3.101 4.178 0.915
N 4.313 -2.715 3.107 3.451 -2.171 -6.831
H 2.683 -1.190 3.538 -0.262 1.028 0.853
H 3.082 -1.210 5.346 -1.023 0.425 -0.541
H 4.088 -2.130 2.315 0.435 -0.257 0.125
H 4.981 -3.472 3.089 -0.212 0.073 -0.874
C -3.280 -5.235 0.131 -3.009 0.073 1.934
O -4.013 -4.614 0.938 1.075 -1.022 -1.844
N -1.995 -5.158 0.066 3.754 2.000 0.947
N -3.641 -6.227 -0.697 -2.861 -1.263 -1.008
H -1.638 -4.458 0.700 0.925 -0.268 -0.419
H -1.480 -5.774 -0.547 0.364 0.641 0.621
H -3.038 -6.521 -1.452 -0.520 0.092 0.153
H -4.638 -6.381 -0.752 0.256 -0.195 -0.385
C 7.664 2.758 0.428 -1.261 -1.360 0.824
O 7.440 3.529 -0.443 -0.366 2.023 -1.723
N 6.757 2.320 1.334 -2.757 -0.334 1.100
N 8.773 2.091 0.597 4.663 -1.157 -0.062
H 5.881 2.074 0.896 -0.322 0.440 0.284
H 7.011 1.656 2.052 0.192 0.163 -0.284
H 8.855 1.260 1.164 -0.057 0.457 -0.214
H 9.591 2.406 0.094 -0.114 -0.225 0.063
```
Forces are in eV/Å.

Results of the Mulliken charge analysis, in e, for atoms 1 through 5: 0.699 0.420 -0.332 -0.351 -0.285


No. 2
The following is a DFT calculation (ωB97M-V/def2-TZVPD) of 7 unconnected molecules or ions with the total composition C11H35ClO10 at a distorted geometry.

Summary:
- energy above the lowest of the compared OMol25 structures with the same formula, charge and spin (eV) = 0.409
- gap between HOMO and LUMO (Eh) = 0.287
- HOMO (eV) = -9.456

```
57
Properties=species:S:1:pos:R:3:forces:R:3
O 1.760 4.070 2.654 0.731 0.391 0.101
H 2.689 4.074 2.957 -0.115 -0.200 -0.173
H 1.334 4.912 2.906 -0.215 -0.265 -0.049
H 1.235 3.299 3.018 -1.164 -0.237 -0.221
Cl 0.189 1.012 0.616 -1.266 -0.684 -0.800
O 1.436 1.273 1.348 -1.238 0.402 0.262
O 0.389 -0.135 -0.216 0.524 -0.575 -0.299
O -0.979 0.716 1.453 1.127 0.403 1.107
O -0.207 2.120 -0.210 0.842 0.755 0.193
C -1.997 4.205 1.843 -0.268 -0.951 -0.417
C -1.821 3.773 3.260 0.785 -0.604 1.311
C -2.883 2.852 3.910 0.461 1.354 -0.349
O -0.570 3.038 3.395 0.856 -0.188 0.117
H -1.106 4.605 1.356 0.028 0.576 0.516
H -2.849 4.884 1.828 0.013 -0.067 -0.620
H -2.106 3.285 1.256 -0.716 0.217 -0.133
H -1.680 4.633 3.927 -0.094 0.042 -0.091
H -3.827 3.389 3.997 -0.177 -0.268 -0.253
H -2.530 2.691 4.927 -0.063 -0.358 -0.012
H -2.964 1.923 3.348 -0.196 -0.022 0.044
H -0.750 2.103 3.192 0.076 0.083 -0.341
C -1.068 -5.131 1.289 -0.822 -0.215 0.529
C -0.901 -3.944 0.364 0.280 0.493 1.174
C -2.126 -3.029 0.327 0.498 -0.246 -0.474
O 0.219 -3.194 0.888 -0.491 -0.176 -0.809
H -1.945 -5.732 1.032 0.410 -0.321 -0.639
H -1.364 -4.874 2.312 0.455 0.681 -0.025
H -0.151 -5.712 1.367 -0.108 -0.185 -0.220
H -0.656 -4.288 -0.645 -0.054 -0.110 -0.072
H -1.994 -2.288 -0.466 -0.136 -0.052 -0.106
H -2.199 -2.449 1.246 -0.202 -0.314 0.195
H -3.002 -3.642 0.114 -0.238 0.291 0.117
H 0.210 -2.398 0.340 0.475 0.341 0.342
C 3.502 -1.373 -0.991 0.316 0.359 -1.036
C 4.425 -1.674 -2.180 -0.145 -0.167 -0.238
C 4.348 -0.530 -3.211 0.203 0.225 0.867
O 5.758 -1.806 -1.702 0.905 0.692 -0.268
H 3.934 -0.516 -0.471 0.080 -0.092 0.154
H 3.413 -2.212 -0.305 -0.270 0.007 -0.029
H 2.558 -1.007 -1.392 -0.312 -0.408 0.426
H 4.220 -2.615 -2.702 -0.611 -0.002 0.148
H 5.004 -0.613 -4.076 0.120 -0.318 0.129
H 4.613 0.383 -2.670 0.108 0.100 -0.143
H 3.330 -0.372 -3.570 -0.062 -0.277 0.038
H 5.892 -2.635 -1.241 -0.308 -0.114 0.013
C 0.008 -1.093 -3.256 -0.246 0.061 -0.188
O -0.032 -1.375 -4.659 0.404 -0.182 0.334
H -0.615 -1.831 -2.744 -0.132 0.345 0.315
H 0.998 -1.111 -2.794 0.145 -0.160 -0.349
H -0.358 -0.075 -3.139 -0.206 -0.127 0.161
H 0.132 -2.321 -4.728 0.031 0.062 -0.296
C -2.982 1.154 -1.838 -1.661 0.689 -0.036
O -3.586 1.540 -3.086 0.309 -0.745 -0.230
H -3.700 0.573 -1.245 0.112 -0.231 -0.079
H -2.064 0.584 -1.936 0.272 0.464 0.071
H -2.959 2.128 -1.350 1.013 -0.301 0.399
H -3.624 0.756 -3.644 -0.062 0.128 -0.067
```
Forces are in eV/Å.

Results of the Mulliken charge analysis, in e, for atoms 1 through 5: -0.331 0.441 0.411 0.545 1.662


No. 3
The following is a DFT calculation (ωB97M-V/def2-TZVPD) of 6 unconnected molecules or ions with the total composition C11H35NO7 at a distorted geometry.

Summary:
- energy above the lowest of the compared OMol25 structures with the same formula, charge and spin (eV) = 9.797
- SMILES = COCCNCCOC.CO.CO.CO.CO.CO
- gap between HOMO and LUMO (Eh) = 0.362
- HOMO (eV) = -9.160

```
54
Properties=species:S:1:pos:R:3:forces:R:3
C 4.777 -6.433 -2.909 -5.486 0.078 0.415
O 3.879 -5.213 -2.806 2.974 -0.720 0.499
C 4.340 -4.274 -1.764 2.123 -0.366 -3.530
C 3.585 -3.055 -2.109 -3.503 1.282 6.416
N 3.941 -1.921 -1.172 2.891 -0.991 -1.701
C 2.981 -0.879 -1.346 -0.652 1.340 2.797
C 3.285 0.255 -0.356 -2.587 2.262 -1.914
O 2.166 1.289 -0.584 -0.602 -4.907 -0.819
C 2.227 2.448 0.138 2.098 -1.343 2.005
H 4.439 -6.950 -2.007 1.341 -0.386 0.081
H 5.743 -6.482 -3.276 2.559 1.354 0.413
H 4.337 -7.024 -3.716 -0.722 0.119 0.008
H 5.462 -3.952 -2.001 -1.853 -0.911 0.549
H 4.353 -4.684 -0.768 -0.621 0.000 0.397
H 2.468 -2.929 -1.988 0.717 -1.990 -0.028
H 3.679 -2.663 -2.998 1.259 0.984 -5.327
H 4.799 -1.583 -1.742 -1.269 -0.229 2.071
H 1.915 -1.148 -1.123 0.953 -0.171 -0.886
H 3.246 -0.368 -2.215 -1.169 0.505 -2.403
H 4.078 0.791 -0.863 1.236 0.027 1.252
H 3.298 -0.050 0.675 0.501 0.171 0.428
H 1.237 2.912 0.073 0.797 0.569 -0.026
H 3.143 2.796 -0.341 -0.187 2.383 0.618
H 2.509 2.163 1.230 -0.745 0.981 -1.287
C -1.279 1.656 0.560 2.056 -1.831 -2.278
O -0.856 1.793 1.873 0.316 -0.709 0.536
H -0.628 2.289 -0.088 -0.645 -0.203 0.103
H -2.333 1.844 0.278 0.348 -0.341 0.677
H -0.907 0.599 0.367 -1.131 1.043 -0.689
H -1.427 2.435 2.204 -1.119 2.069 1.749
C -2.332 1.003 4.845 -5.160 -2.209 -4.762
O -2.286 -0.123 3.861 -3.626 -0.890 6.925
H -2.381 0.613 5.746 1.283 -1.764 4.513
H -3.422 1.289 4.789 0.690 0.331 -0.214
H -1.845 1.860 4.621 2.350 2.179 -0.544
H -1.798 0.150 3.209 4.488 2.406 -5.970
C -2.045 1.367 -3.116 1.385 -1.536 2.456
O -3.227 0.542 -3.367 1.751 1.185 0.107
H -1.999 2.400 -3.353 -2.209 1.799 1.118
H -1.315 1.330 -3.853 1.652 -2.148 -1.987
H -1.379 1.135 -2.132 -2.239 0.467 -1.973
H -2.889 -0.162 -3.943 -0.371 0.228 0.322
C -4.911 -0.163 0.765 5.251 -0.194 -2.451
O -4.908 1.056 0.147 -1.012 3.250 -0.586
H -5.155 -0.855 0.016 0.226 -1.807 -0.704
H -5.427 -0.394 1.572 -3.606 0.217 3.746
H -3.858 -0.222 1.191 -0.772 -0.934 -0.766
H -5.096 1.046 -0.806 0.039 -0.478 0.764
C -3.984 3.865 2.978 3.171 0.125 -1.351
O -2.636 4.167 3.406 0.056 -9.075 -4.866
H -3.904 3.020 2.344 -0.437 -1.474 0.210
H -4.330 4.579 2.314 -0.509 1.981 -1.499
H -4.618 3.921 3.765 -2.069 -0.948 2.524
H -2.698 4.905 3.789 -0.211 9.220 4.862
```
Forces are in eV/Å.

Results of the Mulliken charge analysis, in e, for atoms 1 through 5: -0.850 -0.320 -0.116 -0.868 -0.379


No. 4
The following is a DFT calculation (ωB97M-V/def2-TZVPD) of a molecular structure, C11H36N12O13Zn at a distorted geometry.

Summary:
- energy above the lowest of the compared OMol25 structures with the same formula, charge and spin (eV) = 1.592
- gap between HOMO and LUMO (Eh) = 0.215
- HOMO (eV) = -8.977

```
73
Properties=species:S:1:pos:R:3:forces:R:3
Zn -1.451 -2.192 -1.112 0.285 1.244 1.614
C -0.090 -0.307 -0.303 0.694 1.946 -1.010
O -1.019 -0.801 0.389 -1.444 -1.122 1.255
O 0.634 0.658 0.045 -0.547 -1.643 -0.274
O -0.032 -0.836 -1.528 -0.325 -0.984 -0.498
C 0.537 2.153 -4.062 2.262 0.536 -2.673
O 0.797 2.936 -4.982 -0.742 0.023 0.962
N 1.442 1.877 -3.094 -0.123 -0.216 0.906
N -0.521 1.318 -4.111 -0.667 -0.703 1.231
H 1.309 1.134 -2.429 0.018 0.029 0.027
H 2.262 2.443 -2.972 -0.089 0.160 -0.251
H -1.173 1.335 -4.869 0.020 0.154 0.009
H -0.581 0.680 -3.333 -0.556 -0.202 -0.303
C -3.919 -3.401 0.397 -1.121 0.180 0.568
O -2.753 -3.126 0.005 0.378 -0.524 -1.014
N -4.778 -2.454 0.785 -0.023 0.198 -0.251
N -4.438 -4.655 0.531 1.322 1.288 -0.625
H -5.699 -2.711 1.087 -0.107 -0.039 0.023
H -4.579 -1.464 0.839 0.657 0.336 0.085
H -3.889 -5.461 0.291 -0.205 -0.144 0.227
H -5.299 -4.652 1.035 -0.165 -0.978 0.087
C 1.102 1.167 3.638 1.451 3.143 2.169
O 1.183 1.274 4.866 -0.584 -1.227 -0.745
N -0.006 0.807 2.959 -0.552 -0.396 -0.256
N 2.059 1.779 2.876 -0.338 -0.742 -1.428
H -0.740 0.470 3.558 -0.035 -0.358 -0.364
H 0.030 0.679 1.950 -0.205 -0.213 0.449
H 2.893 2.218 3.212 -0.077 -0.271 0.521
H 1.937 1.731 1.882 0.364 0.104 -0.174
C -0.233 4.302 0.090 -1.018 1.578 -0.844
O -0.455 5.455 -0.304 0.239 -0.962 0.138
N -0.425 3.995 1.385 -0.143 0.213 1.524
N 0.127 3.298 -0.743 0.177 -0.540 -0.179
H -0.431 3.100 1.844 0.226 -0.199 -0.349
H -0.755 4.777 1.927 0.195 -0.063 0.069
H 0.289 2.365 -0.384 -0.203 0.264 -0.150
H -0.242 3.366 -1.676 0.388 0.195 -0.101
C 2.690 -2.211 -3.831 -0.686 -1.677 -0.633
O 3.113 -2.735 -2.806 0.121 0.721 -0.434
N 1.510 -1.523 -3.924 -0.593 0.264 1.459
N 3.213 -2.449 -5.079 0.179 -0.045 0.922
H 0.946 -1.563 -4.750 0.180 0.155 -0.260
H 0.995 -1.434 -3.049 0.341 0.087 -0.386
H 4.203 -2.635 -5.089 -0.119 0.020 -0.457
H 2.726 -1.968 -5.808 0.728 0.218 -0.538
C 4.067 0.258 -0.778 1.755 1.474 -2.622
O 5.164 0.371 -1.346 -0.611 -0.528 1.019
N 3.405 1.353 -0.304 -1.122 0.100 1.073
N 3.308 -0.849 -0.801 0.213 0.137 0.944
H 2.419 1.208 -0.117 0.401 0.446 -0.102
H 3.715 2.297 -0.429 0.460 -0.191 -0.169
H 3.627 -1.662 -1.305 -0.442 -0.026 0.054
H 2.408 -0.685 -0.394 -0.291 -0.976 -0.184
C -3.608 2.471 0.935 0.272 0.460 -0.202
C -3.623 1.469 2.073 0.558 -0.715 -0.932
O -3.536 0.127 1.539 -1.765 -0.533 -0.030
O -4.848 2.480 0.209 0.175 -0.510 0.460
H -2.805 2.213 0.241 0.240 0.133 0.088
H -3.456 3.480 1.324 0.339 -0.004 0.143
H -4.540 1.675 2.625 -0.127 -0.833 0.092
H -2.773 1.450 2.753 0.019 1.302 0.060
H -2.644 -0.128 1.282 0.444 0.512 0.115
H -4.732 3.113 -0.505 -0.093 0.016 0.001
C 2.232 -3.323 3.087 0.707 -0.920 0.805
C 1.499 -2.460 2.133 -1.472 0.996 -0.739
O 0.081 -2.403 2.428 0.408 -0.629 0.268
O 2.494 -2.684 4.343 -0.401 -0.055 -0.702
H 3.164 -3.640 2.613 0.280 0.425 0.269
H 1.750 -4.273 3.341 -0.519 0.064 -0.540
H 1.613 -2.777 1.091 0.263 -0.330 0.022
H 1.881 -1.436 2.190 0.336 -0.045 0.096
H -0.353 -1.859 1.757 0.156 0.127 0.246
H 1.597 -2.527 4.665 0.257 0.296 0.419
```
Forces are in eV/Å.

Results of the Mulliken charge analysis, in e, for atoms 1 through 5: 0.656 0.245 0.155 1.575 -1.389